(1)
The following is a quantum chemistry calculation of C40H37BO5 in the gas phase in a non-equilibrium geometry, from the Open Molecules 2025 dataset.

LUMO   -2.1 eV
HOMO energy   -0.178 Ha
Molecular weight   608.5 g mol⁻¹
Kohn-Sham gap   2.78 eV
Energy relative to the best compared isomer or geometry (same formula, charge and spin)   3.569 eV

Geometry as XYZ:
```
83
Properties=species:S:1:pos:R:3:forces:R:3:mulliken_charge:R:1
O -4.130472 0.666690 3.789443 -0.124 1.479 -1.073 -0.49
O -2.154828 -0.265547 5.769457 1.352 -0.285 0.923 -0.40
O 3.900626 1.584764 0.924051 0.376 -0.009 -0.246 -0.36
O 0.955696 3.277240 2.218368 1.285 0.216 1.094 -0.43
O -1.836899 -4.255554 3.092202 -0.741 -0.817 0.199 -0.49
C 1.891268 -0.127405 -1.718515 -0.314 0.158 -0.560 -0.98
C 1.814321 2.048038 2.057939 -0.605 1.431 3.363 3.73
C -4.768466 -5.326527 1.033485 0.219 -0.052 0.382 -0.62
C 0.151565 -3.027693 2.850314 -1.406 -1.636 -0.100 -1.63
C -2.003118 -1.905841 2.401323 -0.089 -2.003 1.142 0.42
C 1.028087 0.663616 0.357627 -0.535 -1.262 -1.087 -0.37
C -3.146084 -4.636852 2.704557 0.199 -0.227 -0.012 0.34
C -5.271750 -5.600307 3.388540 0.505 0.015 -0.091 -0.53
C -5.814389 2.403262 3.990028 -0.994 -0.098 -0.046 -1.46
C -4.011411 -5.081158 3.711865 -0.018 0.486 -0.036 -0.44
C 2.736288 3.154640 -0.145661 -0.135 -0.342 0.987 -0.80
C -4.466004 1.988901 3.613244 1.388 0.509 0.293 0.49
C 2.027612 2.959521 4.224407 0.367 -0.661 -0.198 -0.70
C 2.787160 2.335778 0.966164 -0.082 1.609 -1.463 0.03
C 2.430981 1.934357 3.406192 -0.498 0.290 0.664 -0.92
C 0.847625 -1.839996 2.603739 0.686 2.930 -0.543 -0.09
C -0.009758 1.375738 -0.274755 0.883 -0.442 0.622 0.23
C -2.336799 1.768312 2.957262 -0.262 -1.613 0.363 0.13
C -3.387207 2.705070 3.150506 -0.604 -0.499 0.187 -1.66
C 0.239643 -0.629322 2.206566 0.116 -1.301 0.857 -0.24
C -0.001295 -0.479081 5.171271 -1.016 -0.100 -0.443 -0.57
C 0.846396 0.554272 -3.868358 0.054 0.063 -0.385 -1.54
C -1.317592 -0.589099 4.716903 1.983 -0.162 1.993 1.28
C 3.871161 2.846952 -0.945103 0.758 -0.819 0.846 -0.87
C 4.576680 1.883732 -0.236610 -2.258 0.987 -0.552 0.51
C 1.913142 -0.150458 -0.356155 -0.079 0.339 0.337 -0.64
C -2.110801 0.126049 8.119660 -0.269 0.073 0.814 -1.43
C -5.621831 -5.773247 2.045673 0.011 0.267 0.251 -0.35
C -2.843751 0.507375 3.313368 -1.201 1.979 -0.353 0.70
C 1.002105 5.229732 3.709771 -0.400 1.000 0.216 -1.39
C -1.227851 -3.073101 2.846383 0.109 -0.077 -1.838 0.24
C -0.054917 1.306688 -1.655053 0.103 0.243 0.084 -1.07
C -1.379078 -0.044574 6.876346 1.225 -0.570 -1.003 0.24
C -3.518382 -4.777189 1.360889 -0.066 0.233 0.164 -0.11
C 1.190221 0.664728 1.823922 0.055 -4.470 -0.606 -1.23
C -0.045390 -0.191255 6.558973 -1.126 0.345 0.147 -1.19
C 5.805737 1.147237 -0.402619 2.042 -0.627 0.326 -1.41
C 1.244163 3.816397 3.439242 0.273 -1.210 -1.099 0.55
C -1.173123 -0.766245 1.951161 -0.185 0.970 -0.936 0.27
C 0.906265 0.602142 -2.377458 -0.250 -0.024 -0.174 1.14
B -2.177484 -0.863585 3.507190 2.189 2.850 -1.067 0.08
H -3.335619 3.766356 2.927621 -0.256 -0.208 0.150 0.47
H -2.061990 -0.783422 8.729460 -0.169 0.105 -0.014 0.27
H -6.528872 2.029900 3.253190 -0.209 -0.001 0.027 0.27
H -6.571676 -6.245739 1.809751 0.111 0.197 -0.089 0.37
H -5.083808 -5.416888 -0.010486 0.277 0.009 0.376 0.34
H 2.114981 0.063519 2.129115 -0.727 0.893 -1.178 0.30
H 5.790002 0.224042 0.219396 -0.011 0.619 -0.443 0.32
H -3.081031 -1.933388 2.186885 0.739 -0.759 -1.258 0.65
H 2.659224 -0.766583 0.153447 -0.316 0.318 0.045 0.44
H -0.712330 1.981547 0.322176 0.348 -0.413 -0.415 0.32
H -2.834157 -4.448316 0.582235 -0.112 -0.036 0.121 0.41
H -1.683937 0.937588 8.702148 -0.097 0.128 0.189 0.35
H 2.873293 0.982631 3.684327 0.388 0.548 0.147 0.62
H -1.511044 -0.378648 0.978841 -0.184 0.706 0.841 0.12
H -0.832039 1.858457 -2.164619 -0.065 -0.043 -0.252 0.44
H 0.831613 -0.179001 7.194279 -0.335 0.278 0.187 0.42
H -0.029478 5.559039 3.586146 -0.026 -0.094 -0.471 0.32
H 4.105835 3.292294 -1.913423 0.081 -0.301 0.486 0.47
H 2.262848 3.073269 5.289805 -0.163 0.118 -0.682 0.47
H -1.295563 1.984390 2.678319 -0.746 -0.275 0.002 0.58
H -3.147309 0.347122 7.876294 -0.089 0.042 0.211 0.34
H 1.677137 5.820385 3.058746 -0.466 -0.211 0.071 0.31
H 6.052721 0.854160 -1.439914 -0.271 0.351 0.485 0.35
H 1.665337 -0.075992 -4.221824 -0.183 0.041 -0.235 0.37
H -3.698714 -4.965634 4.749774 -0.088 -0.036 -0.258 0.38
H -5.965986 -5.864730 4.197420 0.384 -0.022 -0.458 0.35
H -5.943068 3.482032 4.043657 0.267 0.065 -0.102 0.36
H 1.986178 3.895706 -0.370408 -0.131 -0.196 0.052 0.63
H 1.249072 5.512358 4.737220 0.163 -0.436 -0.098 0.41
H -0.108956 0.135315 -4.207862 0.223 0.064 -0.039 0.33
H 1.925562 -1.915752 2.741480 0.037 0.326 0.116 0.33
H 2.641871 -0.671050 -2.277608 -0.091 -0.098 -0.143 0.32
H 6.623125 1.799914 -0.003312 -0.232 -0.718 -0.417 0.29
H 0.963178 1.547611 -4.318045 -0.066 -0.144 0.043 0.30
H 0.917879 -0.480568 4.594491 -0.445 -0.394 0.113 0.32
H 0.723435 -3.967395 2.918029 -0.472 0.542 0.373 0.38
H -6.111386 1.998220 4.953309 0.012 -0.129 0.174 0.31
```
Positions in Å, forces in eV/Å.

(2)
The following is a quantum chemistry calculation of a molecular structure, C4H4O3, from the Open Molecules 2025 dataset.

LUMO   0.9 eV
HOMO energy   -0.377 Ha
Molecular weight   100.1 g mol⁻¹
Kohn-Sham gap   11.20 eV
Energy relative to the best compared isomer or geometry (same formula, charge and spin)   4.516 eV

Geometry as XYZ:
```
11
Properties=species:S:1:pos:R:3:forces:R:3:mulliken_charge:R:1
O -1.288110 -0.692041 0.139019 -0.150 0.041 -0.031 -0.39
O 1.575876 1.056020 -0.027634 -0.108 0.163 0.160 -0.49
O -0.431589 1.070023 -1.359241 -0.051 -0.135 -0.126 -0.41
C 0.816676 0.440750 -1.068523 0.065 -0.261 -0.308 -0.03
C -0.096718 -1.046998 0.906375 0.236 -0.167 0.164 -0.32
C 0.505825 0.198970 0.315959 0.047 -0.080 0.059 0.39
C -0.869248 0.680792 -0.061363 -0.190 0.268 0.225 0.02
H 0.321787 -2.022377 0.646169 -0.101 0.155 -0.093 0.24
H -1.565727 1.386309 0.392726 0.176 -0.025 -0.068 0.39
H 1.335604 -0.078342 -1.865304 0.018 0.072 0.197 0.39
H -0.304374 -0.993103 1.981816 0.057 -0.029 -0.180 0.22
```
Positions in Å, forces in eV/Å.

(3)
The following is a quantum chemistry calculation of a molecular structure, C5H10N2 in a non-equilibrium geometry, from the Open Molecules 2025 dataset.

LUMO   0.9 eV
HOMO energy   -0.266 Ha
Molecular weight   98.1 g mol⁻¹
Kohn-Sham gap   8.16 eV
Energy relative to the best compared isomer or geometry (same formula, charge and spin)   3.911 eV

Geometry as XYZ:
```
17
Properties=species:S:1:pos:R:3:forces:R:3:mulliken_charge:R:1
N 1.866318 0.577464 0.313232 -0.338 -0.406 0.143 -0.45
N 0.384566 -0.684236 -1.899833 -0.128 0.021 0.041 -0.59
C -0.483902 1.032236 0.928875 0.275 0.006 1.057 -0.33
C 0.518294 0.332178 0.326560 -0.101 0.496 -0.838 0.28
C -0.818157 2.190969 1.495717 0.081 -0.134 -0.289 -0.82
C -0.707228 -1.884620 -0.085571 0.016 -0.024 -0.071 -1.37
C -0.188410 -0.553279 -0.610296 -0.469 0.560 0.469 0.74
H -1.705385 2.285906 2.110429 0.069 -0.015 0.034 0.24
H -1.266542 0.243834 -0.090039 0.345 -0.775 -0.626 0.04
H -0.237564 3.095852 1.329723 -0.116 0.069 -0.164 0.25
H 0.084664 -2.642708 -0.121725 -0.022 0.082 0.004 0.36
H -1.053474 -1.788319 0.941604 0.027 0.069 -0.067 0.40
H 2.474142 -0.186284 0.052605 0.120 0.293 0.271 0.21
H 2.204930 1.337005 0.881485 0.177 -0.275 -0.083 0.23
H -1.539335 -2.242299 -0.699035 0.070 0.027 0.009 0.34
H 0.579573 0.196721 -2.356086 -0.004 -0.045 0.047 0.24
H -0.112488 -1.310422 -2.517645 0.000 0.051 0.064 0.23
```
Positions in Å, forces in eV/Å.